Computed, not measured: a molecular structure, C44H50As2BN8PSn, with ωB97M-V with the def2-TZVPD basis set.

```
! RIJCOSX wB97M-V def2-TZVPD def2/J DEFGRID3
* xyz 3 2
Sn 0.700 -0.634 0.498
C -0.563 -4.106 0.241
C -0.696 -3.364 1.530
C -1.286 -3.818 2.702
C -1.053 -2.836 3.644
N -0.362 -1.843 3.080
N -0.158 -2.141 1.765
B 0.225 -0.554 3.722
N 1.736 -0.455 3.345
C 2.754 -0.185 4.162
C 3.928 -0.206 3.437
C 3.567 -0.498 2.132
C 4.506 -0.691 0.988
N 2.212 -0.632 2.074
N -0.457 0.662 3.049
C -1.168 1.675 3.543
C -1.376 2.606 2.540
C -0.758 2.094 1.415
C -0.627 2.751 0.091
N -0.200 0.897 1.721
N 0.093 -0.615 5.204
C 0.611 -1.594 6.007
C 0.420 -1.213 7.302
C -0.230 0.043 7.226
C -0.661 0.924 8.359
N -0.419 0.402 5.973
H 0.023 -5.010 0.409
H -0.067 -3.522 -0.523
H -1.538 -4.424 -0.129
H -1.794 -4.756 2.852
H -1.340 -2.789 4.683
H 2.592 -0.003 5.213
H 4.923 -0.038 3.813
H 5.504 -0.881 1.376
H 4.563 0.200 0.358
H 4.217 -1.540 0.375
H -1.438 1.673 4.587
H -1.887 3.550 2.629
H -0.333 3.792 0.225
H -1.582 2.741 -0.423
H 0.114 2.263 -0.541
H 1.083 -2.475 5.597
H 0.698 -1.750 8.194
H -0.430 0.465 9.317
H -1.731 1.121 8.313
H -0.158 1.889 8.305
C -2.026 3.470 -3.025
As -2.082 1.533 -2.940
C -1.332 1.053 -4.660
C -3.941 1.105 -3.048
C -4.689 1.398 -4.188
C -6.050 1.138 -4.178
C -6.648 0.574 -3.055
C -5.894 0.274 -1.931
C -4.525 0.542 -1.925
As -3.424 0.294 -0.337
C -4.359 1.475 0.891
C -4.017 -1.423 0.389
H -2.471 3.761 -3.977
H -0.990 3.807 -2.988
H -2.586 3.920 -2.209
H -1.616 1.830 -5.370
H -1.712 0.087 -4.979
H -0.245 1.017 -4.596
H -4.230 1.831 -5.068
H -6.647 1.371 -5.050
H -7.710 0.363 -3.059
H -6.378 -0.169 -1.069
H -5.419 1.222 0.873
H -4.236 2.513 0.586
H -3.973 1.348 1.900
H -5.016 -1.646 0.019
H -4.044 -1.337 1.475
H -3.355 -2.245 0.129
C 2.793 4.125 -2.407
C 2.657 3.674 -1.103
C 2.581 2.308 -0.851
C 2.645 1.394 -1.902
C 2.792 1.857 -3.214
C 2.857 3.217 -3.462
P 2.572 -0.367 -1.523
C 3.994 -1.146 -2.279
C 3.988 -2.536 -2.446
C 5.057 -3.159 -3.063
C 6.146 -2.406 -3.489
C 6.175 -1.034 -3.285
C 5.108 -0.399 -2.666
C 1.096 -1.036 -2.297
C 1.017 -1.531 -3.608
C -0.162 -2.100 -4.051
C -1.268 -2.177 -3.206
C -1.211 -1.671 -1.916
C -0.011 -1.125 -1.472
H 2.874 5.186 -2.603
H 2.629 4.380 -0.283
H 2.512 1.953 0.175
H 2.875 1.157 -4.038
H 2.986 3.574 -4.476
H 3.146 -3.127 -2.102
H 5.048 -4.231 -3.211
H 6.982 -2.897 -3.969
H 7.031 -0.455 -3.606
H 5.144 0.668 -2.492
H 1.877 -1.465 -4.264
H -0.226 -2.488 -5.060
H -2.176 -2.662 -3.545
H -2.073 -1.762 -1.277
*
```

HOMO energy (spin up / spin down) (eV): -15.4 / -15.4
Maximum force (eV/A): 1.21
Energy (eV): -195811.90570
HOMO-LUMO gap (spin up / spin down) (eV): 7.2470 / 5.1158